Below is C3H5B in the gas phase at a distorted geometry, with properties calculated with ωB97M-V with the def2-TZVPD basis set.

```
9
Properties=species:S:1:pos:R:3:forces:R:3
C 1.57533 -0.12515 0.02521 2.2 -3.0 -0.2
C 0.29300 -0.30523 0.11444 -2.3 -2.5 1.1
B -1.23249 -0.90396 0.11166 1.3 0.8 -1.4
C -0.80085 0.59894 -0.02997 -1.6 1.4 -1.2
H 2.32554 -1.00709 -0.08687 -1.3 1.8 0.4
H 1.89186 0.88140 0.03587 0.9 0.9 -0.2
H -2.24642 -1.65132 0.05709 1.6 0.8 0.5
H -0.63779 1.22383 -0.92565 -0.7 -0.5 -0.1
H -1.16817 1.28859 0.69819 -0.1 0.3 1.1
```
Forces are in eV/Å.

## Properties
Orbital gap = 0.33614 hartree
SMILES = C=C1BC1
Multiplicity = 1
Relative energy (zero: lowest compared OMol25 entry of this formula, charge and spin) = 1.474 eV
Net charge = 0